# C3LiO6Pm

A structure of composition C3LiO6Pm (the ωB97M-V functional and the def2-TZVPD basis, OMol25).

Last column: Löwdin charge in e.
Atoms and positions in Å:
C  -0.641370  -0.750753  1.787656  -0.54
O  -0.928047  -0.576311  2.968051  0.09
C  0.004136  -2.070894  1.245331  -0.53
O  0.142866  -2.070762  -0.028468  -0.18
O  0.235330  -2.986286  2.012464  0.21
Li  -2.039467  1.018403  2.394885  0.88
Pm  -0.416484  -0.364940  -1.336390  2.26
O  -0.956689  0.130053  0.889923  -0.28
O  0.952524  4.109711  -1.341895  0.35
O  0.560600  1.907053  -1.939512  0.02
C  0.811125  3.031810  -1.715600  -0.31

Forces on atoms 1 to 2 (eV/Å):
0.15 -1.61 2.95
0.16 0.15 -1.73

Calculated values
Total energy ... -32140.87046 eV
Expectation value of S² ... 6.011
Net charge ... +2
ΔE to the lowest compared entry with this formula, charge and spin ... 0.0 kJ/mol
Max |F| ... 5.2 eV/Å
Spin multiplicity ... 5
HOMO level (alpha / beta) ... -17.3 / -17.3 eV

---

# C3N2O

The molecule C3N2O (the ωB97M-V functional and the def2-TZVPD basis, OMol25).

Last column: Löwdin charge in e.
Atoms and positions in Å:
N  -1.847611  -0.916079  -0.995559  0.21
C  -0.737567  -0.761134  -0.498728  -0.08
C  0.558619  -0.181167  -0.174534  -0.41
O  1.589781  -0.628880  -0.592140  0.18
C  0.258182  0.862142  0.804806  -0.10
N  -0.037198  1.703506  1.559539  0.21

Forces on atoms 1 to 2 (eV/Å):
6.77 0.68 3.25
-7.40 -1.00 -4.13

Calculated values
Total energy ... -8135.86205 eV
SMILES string ... N#CC(=O)C#N
ΔE to the lowest compared entry with this formula, charge and spin ... 76.8 kJ/mol
Max |F| ... 8.5 eV/Å
HOMO level ... -12.8 eV

---

# C3N2O2

A cluster of 2 separate species, C3N2O2 in total (the ωB97M-V functional and the def2-TZVPD basis, OMol25).

Last column: Löwdin charge in e.
Atoms and positions in Å:
C  0.228255  0.654758  0.113297  -0.05
C  -0.303483  -1.696725  -0.178369  0.00
C  1.416225  0.034384  0.017863  -0.31
N  2.494734  -0.280534  -0.003151  0.21
N  -0.728843  1.320512  -0.021116  -0.07
O  -1.325111  -1.897551  0.192273  0.13
O  -1.781775  1.865159  -0.120794  0.09

Forces on atoms 1 to 2 (eV/Å):
-2.71 2.35 -0.22
1.62 -0.85 -1.10

Calculated values
Total energy ... -10181.41832 eV
ΔE to the lowest compared entry with this formula, charge and spin ... 382.0 kJ/mol
Max |F| ... 3.8 eV/Å
HOMO level ... -10.9 eV

---

# C3N2S

A structure of composition C3N2S (the ωB97M-V functional and the def2-TZVPD basis, OMol25).

Last column: Löwdin charge in e.
Atoms and positions in Å:
C  0.428214  1.520359  0.043754  -0.16
C  0.286439  -1.345522  -0.200147  -0.27
C  -0.485017  -0.162410  0.135521  -0.69
N  0.985512  2.491368  -0.034537  0.08
N  0.803077  -2.355674  -0.508210  0.19
S  -2.018225  -0.148121  0.563619  0.85

Forces on atoms 1 to 2 (eV/Å):
-3.45 -7.50 0.27
1.02 -1.36 -0.72

Calculated values
Total energy ... -16922.36962 eV
ΔE to the lowest compared entry with this formula, charge and spin ... 173.2 kJ/mol
Max |F| ... 8.3 eV/Å
HOMO level ... -11.0 eV

---

# C3N5O2

A cluster of 2 separate species, C3N5O2 in total (the ωB97M-V functional and the def2-TZVPD basis, OMol25).

Last column: Löwdin charge in e.
Atoms and positions in Å:
C  -1.849524  -0.561027  -0.531059  -0.25
C  -1.456912  -1.422964  0.480879  -0.24
C  0.487332  1.304931  0.611729  -0.74
N  -2.165508  0.175844  -1.355978  0.19
N  -1.153859  -2.170892  1.278694  0.18
N  2.759807  -0.715232  -1.218851  0.12
N  1.855560  -0.202717  -0.764957  -0.29
N  0.786301  0.224121  -0.504840  0.10
O  1.338107  2.159314  0.887182  -0.05
O  -0.601304  1.208622  1.117199  -0.03

Forces on atoms 1 to 2 (eV/Å):
-0.10 0.79 -0.37
-0.28 1.02 -1.02

Calculated values
Total energy ... -14655.35389 eV
Net charge ... -1
ΔE to the lowest compared entry with this formula, charge and spin ... 111.1 kJ/mol
Max |F| ... 3.0 eV/Å
HOMO level ... -5.1 eV

---

# C3N6O

The molecule C3N6O (the ωB97M-V functional and the def2-TZVPD basis, OMol25).

Last column: Löwdin charge in e.
Atoms and positions in Å:
O  1.366885  -3.108519  -0.803935  0.26
C  0.936930  -2.046134  -0.698089  -0.03
C  0.315224  -0.870351  -0.667273  -0.15
N  0.125275  0.208462  -1.725359  0.07
N  -0.280928  1.281317  -1.331631  0.04
C  -0.471769  1.491801  -0.022952  -0.19
N  -0.789014  2.027416  1.074720  0.07
N  -0.703846  1.125471  2.037511  -0.07
N  -0.376136  -0.030364  1.710509  0.01
N  -0.122621  -0.079099  0.426500  0.00

Forces on atoms 1 to 2 (eV/Å):
-0.09 0.83 0.26
-0.45 -0.19 -0.67

Calculated values
Total energy ... -14092.06675 eV
SMILES string ... O=C=c1nnc2nnnn12
ΔE to the lowest compared entry with this formula, charge and spin ... 103.9 kJ/mol
Max |F| ... 7.3 eV/Å
HOMO level ... -10.2 eV

---

# C3NO4S

A structure of composition C3NO4S (the ωB97M-V functional and the def2-TZVPD basis, OMol25).

Last column: Löwdin charge in e.
Atoms and positions in Å:
C  0.137070  0.499992  0.502865  -0.32
C  1.204678  0.310676  -2.118931  -0.51
C  -0.211744  -0.682782  1.158798  -0.46
N  0.504798  0.859858  -1.352510  0.14
O  0.393430  1.542674  1.020387  0.02
O  1.814783  -0.218122  -3.000062  0.01
O  -0.809089  -1.905428  0.812532  -0.33
O  -2.776281  -0.241746  1.547932  -0.50
S  -1.677036  -1.077514  1.991908  0.94

Forces on atoms 1 to 2 (eV/Å):
0.06 1.31 0.84
0.74 -1.46 -1.81

Calculated values
Total energy ... -23623.98948 eV
Net charge ... -1
ΔE to the lowest compared entry with this formula, charge and spin ... 290.4 kJ/mol
Max |F| ... 3.2 eV/Å
HOMO level ... -4.1 eV

---

# C3O4Zn

A structure of composition C3O4Zn (the ωB97M-V functional and the def2-TZVPD basis, OMol25).

Last column: Löwdin charge in e.
Atoms and positions in Å:
C  -3.513866  -0.205380  0.112706  0.22
C  -2.201576  0.069366  0.280875  -0.87
O  -1.606099  -1.112105  -0.159067  -0.27
O  -1.611443  1.196018  -0.112344  -0.22
O  1.838874  0.046842  0.031466  0.14
C  3.003418  -0.035557  0.012170  -0.29
O  4.146084  -0.107479  0.016795  0.31
Zn  -0.055393  0.148297  -0.182600  0.98

Forces on atoms 1 to 2 (eV/Å):
0.04 0.24 1.66
-3.70 -1.28 -3.98

Calculated values
Total energy ... -59712.13377 eV
Max |F| ... 5.6 eV/Å
HOMO level (alpha / beta) ... -6.8 / -6.8 eV

---

> Which formula does entry 1 have?

C3LiO6Pm

---

> Among the records above, which one has the lowest total energy?

C3O4Zn

---

Repeat the second record exactly.
# C3N2O

The molecule C3N2O (the ωB97M-V functional and the def2-TZVPD basis, OMol25).

Last column: Löwdin charge in e.
Atoms and positions in Å:
N  -1.847611  -0.916079  -0.995559  0.21
C  -0.737567  -0.761134  -0.498728  -0.08
C  0.558619  -0.181167  -0.174534  -0.41
O  1.589781  -0.628880  -0.592140  0.18
C  0.258182  0.862142  0.804806  -0.10
N  -0.037198  1.703506  1.559539  0.21

Forces on atoms 1 to 2 (eV/Å):
6.77 0.68 3.25
-7.40 -1.00 -4.13

Calculated values
Total energy ... -8135.86205 eV
SMILES string ... N#CC(=O)C#N
ΔE to the lowest compared entry with this formula, charge and spin ... 76.8 kJ/mol
Max |F| ... 8.5 eV/Å
HOMO level ... -12.8 eV

---

> What is the max |F| in the first record?

5.2 eV/Å